1.
Molecular formula: C3H7NO3
Method: DFT, the ωB97M-V functional and the def2-TZVPD basis

The SMILES is O=CCNC=O.O. The energy above the lowest of the compared OMol25 structures with the same formula, charge and spin comes out at 52.64 kcal per mole. Its total energy is -398.953776 hartree.

Each line ends with the natural charge from an NBO analysis.
Geometry (Å):
O -0.747962 -2.340237 -1.153872  -0.502
C -0.360348 -1.214515 -1.118003  0.440
C -1.227630 -0.092060 -0.444767  -0.325
N -0.332595 0.678849 0.428299  -0.635
C -0.046298 0.179397 1.660287  0.520
O -0.185567 -1.007614 1.872253  -0.595
H 0.479755 -0.910293 -1.822654  0.108
H -2.001928 -0.676592 0.026235  0.236
H -1.552402 0.671148 -1.197727  0.221
H -0.119893 1.701038 0.282202  0.414
H 0.117829 1.041739 2.362607  0.115
O 2.173339 2.714496 -0.867991  -0.965
H 2.423294 3.306034 -1.578758  0.483
H 2.930055 2.313525 -0.419345  0.484

Forces on atoms 1 to 6 (eV/Å):
O 0.08 -0.72 0.38
C -1.02 1.22 -1.79
C 2.69 0.42 -1.34
N -0.21 1.74 0.27
C -1.00 0.18 -0.61
O 0.37 0.54 0.88

---

2.
Molecular formula: C3H7NO3
Method: DFT, the ωB97M-V functional and the def2-TZVPD basis

The energy above the lowest of the compared OMol25 structures with the same formula, charge and spin comes out at 121.68 kcal per mole. Its total energy is -398.843757 hartree.

Each line ends with the natural charge from an NBO analysis.
Geometry (Å):
C -0.711325 0.567386 0.458486  -0.276
C 0.391416 -0.213071 -0.467890  -0.064
C -0.260856 -1.127545 -1.454528  0.743
H 0.347081 2.543007 0.459284  0.402
H 0.760884 1.420486 1.564080  0.346
H -1.676959 0.828396 -0.147043  0.255
H -1.290558 -0.184542 1.266139  0.213
H 0.987900 0.725125 -0.788267  0.218
H 0.523692 -0.326845 1.564142  0.499
H 0.622641 -2.168615 -0.399246  0.521
N 0.101770 1.649943 0.972185  -0.875
O 1.032923 -0.898609 0.560776  -0.751
O 0.175044 -2.303633 -1.326651  -0.622
O -1.003655 -0.511484 -2.261467  -0.610

Forces on atoms 1 to 6 (eV/Å):
C -2.02 -0.46 -2.29
C -2.33 3.38 2.57
C -1.36 6.33 -2.52
H -0.98 -2.08 0.51
H 4.02 -1.19 3.64
H 2.09 0.42 0.91

---

3.
Molecular formula: C3H7NO3
Method: DFT, the ωB97M-V functional and the def2-TZVPD basis

The energy above the lowest of the compared OMol25 structures with the same formula, charge and spin comes out at 154.07 kcal per mole. Its total energy is -398.792136 hartree.

Each line ends with the natural charge from an NBO analysis.
Geometry (Å):
C -0.068289 0.487198 -0.393284  -0.180
C 1.329438 0.251135 0.253043  -0.048
C -0.824401 -0.785319 -0.162686  0.796
H -0.492864 2.355944 -0.176783  0.349
H -1.224948 1.613314 0.930070  0.366
H 0.335078 0.413145 -1.564342  0.239
H 1.492840 0.100917 1.326250  0.155
H 1.914307 0.817970 -0.023817  0.154
H 1.598298 -1.579257 0.136205  0.489
H -2.748277 -1.804327 0.037721  0.516
N -0.801576 1.565436 -0.085034  -0.783
O 2.022442 -0.788124 -0.248121  -0.707
O -2.240916 -0.652295 -0.028955  -0.692
O -0.291135 -1.995743 -0.000261  -0.655

Forces on atoms 1 to 6 (eV/Å):
C 3.50 -3.84 -2.41
C -8.46 -8.21 5.48
C -1.29 -6.93 1.20
H 4.79 10.61 -2.08
H 1.00 -0.85 -2.68
H -1.59 0.34 2.51

---

4.
Molecular formula: C3H7NO3
Method: DFT, the ωB97M-V functional and the def2-TZVPD basis

The SMILES is O=C(O)NCCO. The energy above the lowest of the compared OMol25 structures with the same formula, charge and spin comes out at 43.22 kcal per mole. Its total energy is -398.968788 hartree.

Each line ends with the natural charge from an NBO analysis.
Geometry (Å):
O 2.693155 -0.085100 -0.011058  -0.644
C 1.483448 0.012543 -0.181864  0.873
O 0.908968 1.231408 0.083003  -0.722
N 0.540278 -0.948720 -0.227186  -0.648
C -0.847352 -0.856590 -0.635489  -0.243
C -1.696755 -0.291027 0.616108  -0.079
O -2.638096 0.730098 0.211323  -0.721
H 1.722887 1.763089 0.354286  0.508
H 0.879306 -1.916648 0.065911  0.414
H -0.773517 -0.166894 -1.499503  0.214
H -1.324429 -1.755289 -0.982219  0.211
H -0.989936 0.025782 1.330818  0.189
H -2.379960 -1.089488 0.761318  0.178
H -2.264559 1.579691 0.501028  0.470

Forces on atoms 1 to 6 (eV/Å):
O -1.09 -0.77 -0.90
C 0.59 0.93 2.65
O 1.34 1.03 -0.33
N 1.29 -4.42 0.10
C 0.18 3.12 0.78
C -1.09 0.01 -4.23

---

5.
Molecular formula: C3H7NO3
Method: DFT, the ωB97M-V functional and the def2-TZVPD basis

The SMILES is O=C(O)NCCO. The energy above the lowest of the compared OMol25 structures with the same formula, charge and spin comes out at 36.28 kcal per mole. Its total energy is -398.979841 hartree.

Each line ends with the natural charge from an NBO analysis.
Geometry (Å):
O 1.895795 -1.974065 0.261923  -0.640
C 0.865149 -1.374727 -0.115620  0.854
O 0.432224 -1.510200 -1.432586  -0.702
N -0.089669 -0.900627 0.773266  -0.639
C -1.048386 0.052645 0.194787  -0.264
C -0.357444 1.333766 -0.275812  -0.083
O -0.161233 2.127629 0.885340  -0.732
H 1.269357 -1.540098 -1.907434  0.501
H 0.238335 -0.908874 1.735317  0.414
H -1.491527 -0.627389 -0.531288  0.227
H -1.926030 0.350021 0.864619  0.226
H -0.894637 1.955378 -1.042057  0.195
H 0.609708 1.143515 -0.802627  0.168
H 0.658364 1.873022 1.392177  0.475

Forces on atoms 1 to 6 (eV/Å):
O -1.92 2.23 -0.99
C 0.80 -3.67 1.56
O 0.48 1.36 1.42
N 1.08 0.46 -0.87
C -1.37 -0.45 0.23
C 0.42 0.24 -0.66

---

6.
Molecular formula: C3H7NO3
Method: DFT, the ωB97M-V functional and the def2-TZVPD basis

The energy above the lowest of the compared OMol25 structures with the same formula, charge and spin comes out at 94.82 kcal per mole. Its total energy is -398.886550 hartree.

Each line ends with the natural charge from an NBO analysis.
Geometry (Å):
C 3.357667 0.058251 0.020818  1.050
C -0.348558 1.126484 -0.766389  -0.752
C 0.766886 0.392167 -0.008653  0.178
N -0.303771 -1.217200 0.322155  -0.869
O 3.371380 -0.608434 0.919411  -0.518
O 3.484620 0.775564 -0.874144  -0.549
O 1.009551 0.779069 1.361846  -0.763
H 0.161881 2.093661 -1.206173  0.245
H -0.570942 0.537831 -1.599274  0.216
H -1.264288 1.404433 -0.176849  0.172
H -0.619064 -1.320228 1.272139  0.390
H 0.135691 -1.971569 -0.097039  0.394
H -1.086914 -1.031392 -0.191870  0.366
H 0.370605 1.435532 1.766142  0.440

Forces on atoms 1 to 6 (eV/Å):
C 0.06 2.53 -2.97
C 1.78 2.76 1.63
C -0.17 -0.04 1.83
N 0.77 1.78 1.54
O 0.06 -3.21 3.83
O 0.32 0.66 -1.02

---

7.
Molecular formula: C3H7NO3S
Method: DFT, the ωB97M-V functional and the def2-TZVPD basis

The energy above the lowest of the compared OMol25 structures with the same formula, charge and spin comes out at 39.22 kcal per mole. Its total energy is -797.102831 hartree.

Each line ends with the natural charge from an NBO analysis.
Geometry (Å):
C -0.103272 1.148051 0.419627  -0.157
C -0.762865 -0.168036 0.262925  0.375
C -2.234590 -0.189147 -0.112778  -0.652
N -0.026928 -1.361459 -0.241452  -0.817
O 3.258381 -0.798314 0.608828  -0.834
O 3.122921 0.813612 -1.155265  -0.841
O -0.354766 0.251612 1.506020  -0.487
S 3.937151 0.054623 -0.297661  1.678
H 0.935343 1.314907 0.199997  0.175
H -0.601252 2.076873 0.585838  0.177
H -2.768425 0.562941 0.432938  0.222
H -2.536572 -1.162858 0.329972  0.224
H -2.515333 -0.007918 -1.099879  0.219
H 0.931953 -1.158126 -0.155001  0.366
H -0.281745 -1.376762 -1.284106  0.352

Forces on atoms 1 to 6 (eV/Å):
C 0.66 -0.04 0.48
C 0.46 0.10 -2.21
C 0.61 -1.43 3.27
N -2.98 1.32 -1.70
O -0.10 -0.72 0.73
O -0.78 1.24 -1.41

---

8.
Molecular formula: C3H7NO3S2
Method: DFT, the ωB97M-V functional and the def2-TZVPD basis

The energy above the lowest of the compared OMol25 structures with the same formula, charge and spin comes out at 31.45 kcal per mole. Its total energy is -1195.262586 hartree.

Each line ends with the natural charge from an NBO analysis.
Geometry (Å):
C 1.536227 0.363556 -0.653038  -0.234
C 1.868440 -1.112239 -0.513169  -0.514
C -0.288966 -0.344296 0.636818  -0.357
N 0.644836 0.646423 0.461037  -0.655
O -2.247274 1.381182 0.820678  -0.903
O -1.588802 0.551205 -1.414542  -0.931
O -2.924567 -0.869140 0.103937  -0.925
S 0.285362 -1.878876 0.037308  0.292
S -1.886872 0.090077 -0.091425  2.316
H 2.428218 0.987630 -0.567395  0.214
H 1.038471 0.558400 -1.612941  0.205
H 2.169658 -1.574694 -1.447734  0.239
H 2.615490 -1.290826 0.257635  0.221
H -0.771642 -0.345552 2.304531  0.113
H 0.244317 1.575159 0.484344  0.402
H -3.122895 1.261985 1.193962  0.518

Forces on atoms 1 to 6 (eV/Å):
C 0.11 0.07 -0.37
C -0.31 -0.11 0.23
C -2.14 0.04 4.20
N 0.53 0.61 0.06
O 0.60 -0.23 -0.69
O -0.04 0.15 0.20

---

Number 1: M 105.09 g/mol, lowest unoccupied orbital energy 0.41 eV, E_HOMO -9.36 eV. Number 2: M 105.09 g/mol, lowest unoccupied orbital energy 0.18 eV, E_HOMO -9.52 eV. Number 3: M 105.09 g/mol, lowest unoccupied orbital energy 0.21 eV, E_HOMO -9.25 eV. Number 4: M 105.09 g/mol, lowest unoccupied orbital energy 0.58 eV, E_HOMO -9.57 eV. Number 5: M 105.09 g/mol, lowest unoccupied orbital energy 0.61 eV, E_HOMO -10.00 eV. Number 6: M 105.09 g/mol, lowest unoccupied orbital energy 0.66 eV, E_HOMO -7.60 eV. Number 7: M 137.16 g/mol, lowest unoccupied orbital energy -1.28 eV, E_HOMO -9.38 eV. Number 8: M 169.23 g/mol, lowest unoccupied orbital energy 0.16 eV, E_HOMO -8.84 eV.